Entry from the OMol25 dataset: a molecular structure, C34H48N6O4S2SbV at a distorted geometry (the ωB97M-V functional and the def2-TZVPD basis).

Geometry (Å):
V (-1.12, -0.13, 0.39)
N (-4.85, -1.70, 1.21)
C (-4.99, -3.12, 1.06)
C (-6.23, -3.69, 1.22)
C (-6.38, -5.06, 1.03)
C (-5.29, -5.83, 0.66)
C (-4.04, -5.24, 0.49)
C (-3.89, -3.88, 0.70)
S (-2.27, -3.21, 0.58)
N (-2.58, -1.49, 0.65)
C (-3.77, -0.99, 0.93)
C (-3.90, 0.50, 0.85)
C (-5.07, 1.19, 1.09)
C (-5.09, 2.56, 0.90)
C (-3.94, 3.19, 0.47)
C (-2.80, 2.44, 0.25)
N (-2.77, 1.12, 0.44)
H (-5.70, -1.21, 1.44)
H (-7.08, -3.08, 1.49)
H (-7.35, -5.52, 1.17)
H (-5.40, -6.90, 0.51)
H (-3.19, -5.84, 0.21)
H (-5.96, 0.69, 1.42)
H (-6.00, 3.12, 1.08)
H (-3.92, 4.26, 0.30)
H (-1.88, 2.89, -0.09)
O (-0.37, 0.85, 2.02)
C (0.25, 1.63, 1.24)
O (0.03, 1.48, -0.02)
C (1.18, 2.66, 1.73)
C (1.56, 3.70, 0.89)
C (2.45, 4.66, 1.34)
C (2.95, 4.52, 2.62)
C (2.59, 3.50, 3.48)
C (1.68, 2.56, 3.02)
N (3.96, 5.52, 3.09)
O (4.30, 6.37, 2.31)
O (4.35, 5.40, 4.23)
H (1.15, 3.77, -0.11)
H (2.77, 5.48, 0.72)
H (3.01, 3.46, 4.47)
H (1.35, 1.76, 3.67)
C (3.74, -0.13, 3.84)
C (4.88, -1.12, 3.65)
C (5.24, -1.38, 2.19)
C (4.42, -2.47, 1.51)
N (2.97, -2.26, 1.48)
C (2.31, -1.55, 0.57)
S (0.59, -1.81, 0.51)
N (2.99, -0.78, -0.27)
C (2.48, -0.15, -1.50)
C (3.60, 0.60, -2.21)
C (3.93, 1.97, -1.62)
C (4.52, 1.95, -0.20)
H (3.56, 0.07, 4.90)
H (2.80, -0.48, 3.41)
H (3.99, 0.82, 3.36)
H (4.64, -2.07, 4.15)
H (5.76, -0.73, 4.16)
H (6.28, -1.71, 2.12)
H (5.18, -0.44, 1.63)
H (4.57, -3.41, 2.04)
H (4.76, -2.63, 0.48)
H (2.39, -2.78, 2.12)
H (3.99, -0.74, -0.14)
H (1.67, 0.53, -1.24)
H (2.08, -0.94, -2.14)
H (3.29, 0.73, -3.25)
H (4.50, -0.03, -2.24)
H (3.03, 2.58, -1.62)
H (4.64, 2.46, -2.28)
H (3.79, 1.60, 0.54)
H (4.83, 2.95, 0.10)
H (5.41, 1.31, -0.15)
C (-1.13, 2.24, -3.29)
C (-0.72, 0.81, -3.65)
Sb (-1.43, -0.61, -2.25)
C (-3.49, -0.79, -2.77)
C (-3.83, -0.43, -4.22)
C (-0.60, -2.41, -2.98)
C (-1.17, -2.86, -4.32)
H (-0.78, 2.95, -4.04)
H (-0.71, 2.54, -2.32)
H (-2.22, 2.35, -3.23)
H (0.36, 0.71, -3.70)
H (-1.12, 0.52, -4.62)
H (-4.04, -0.14, -2.08)
H (-3.76, -1.82, -2.54)
H (-3.62, 0.62, -4.43)
H (-4.89, -0.58, -4.41)
H (-3.28, -1.03, -4.93)
H (-0.75, -3.16, -2.20)
H (0.48, -2.24, -3.04)
H (-2.22, -3.12, -4.25)
H (-0.64, -3.75, -4.68)
H (-1.06, -2.10, -5.10)

For the highest occupied orbital energy (spin up / spin down), the calculation gives -0.483 / -0.483 Ha. The max |F| comes out at 0.0231 Eh/bohr. For the HOMO-LUMO gap (spin up / spin down), the calculation gives 6.72 / 6.84 eV. Its expectation value of S² is 2.0233. For the energy above the lowest of the compared OMol25 structures with the same formula, charge and spin, the calculation gives 0.0 kJ/mol. As for the spin multiplicity: 3. Its total charge is +2.

Entry from the OMol25 dataset: a molecular structure, C34H49AsN5O5S2Ti at a distorted geometry (the ωB97M-V functional and the def2-TZVPD basis).

Geometry (Å):
Ti (0.96, -0.59, 1.50)
C (-1.71, 3.12, -7.47)
C (-1.85, 1.64, -8.02)
O (-2.55, 0.69, -7.16)
C (-1.70, -0.13, -6.37)
C (-2.55, -0.65, -5.19)
O (-2.48, 0.06, -3.95)
C (-3.52, 0.97, -3.87)
C (-3.30, 2.04, -2.85)
O (-2.34, 3.06, -3.25)
C (-2.61, 4.07, -4.24)
C (-1.47, 4.11, -5.25)
O (-1.42, 2.95, -6.07)
H (-2.61, 3.70, -7.68)
H (-0.86, 3.60, -7.98)
H (-0.87, 1.27, -8.29)
H (-2.42, 1.65, -8.93)
H (-0.78, 0.43, -5.98)
H (-1.24, -0.98, -6.86)
H (-2.14, -1.66, -4.98)
H (-3.61, -0.69, -5.40)
H (-4.40, 0.34, -3.51)
H (-3.78, 1.36, -4.89)
H (-2.78, 1.70, -1.94)
H (-4.24, 2.54, -2.58)
H (-2.59, 5.06, -3.72)
H (-3.56, 3.88, -4.76)
H (-1.48, 5.03, -5.89)
H (-0.43, 4.11, -4.82)
C (4.85, -0.73, -2.01)
C (3.76, -1.67, -2.44)
N (3.19, -2.52, -1.41)
C (3.51, -3.99, -1.52)
C (2.90, -4.59, -2.76)
C (2.54, -1.92, -0.43)
S (1.94, -0.31, -0.53)
N (2.29, -2.64, 0.73)
C (2.57, -2.30, 1.96)
O (2.44, -1.14, 2.52)
C (2.96, -3.39, 2.83)
C (2.89, -4.71, 2.34)
C (3.60, -5.75, 2.92)
C (4.28, -5.59, 4.11)
C (4.26, -4.25, 4.71)
C (3.61, -3.21, 4.07)
H (5.33, -0.32, -2.94)
H (5.66, -1.24, -1.42)
H (4.48, 0.08, -1.37)
H (4.15, -2.38, -3.20)
H (2.87, -1.14, -2.85)
H (3.27, -4.51, -0.60)
H (4.61, -4.00, -1.58)
H (1.96, -4.13, -2.98)
H (2.69, -5.63, -2.53)
H (3.62, -4.57, -3.61)
H (2.34, -4.98, 1.50)
H (3.42, -6.75, 2.50)
H (4.84, -6.37, 4.62)
H (4.76, -4.10, 5.66)
H (3.70, -2.22, 4.50)
C (-0.15, -1.65, 5.14)
As (-1.56, -2.00, 3.77)
C (-2.07, -3.94, 3.96)
C (-3.13, -0.95, 4.25)
S (-1.06, -1.67, 1.67)
H (0.23, -0.64, 5.13)
H (0.69, -2.35, 5.02)
H (-0.53, -1.75, 6.19)
H (-2.81, -4.06, 4.80)
H (-1.19, -4.44, 4.24)
H (-2.45, -4.58, 3.14)
H (-3.74, -1.75, 4.76)
H (-3.55, -0.56, 3.35)
H (-2.90, -0.05, 4.88)
C (2.09, 2.39, 3.63)
C (1.74, 2.06, 2.29)
N (0.56, 1.40, 2.10)
C (-0.52, 1.56, 2.96)
C (-0.27, 2.11, 4.21)
C (1.10, 2.37, 4.61)
C (-1.35, 2.46, 5.19)
C (-2.33, 3.40, 4.99)
C (-2.55, 4.20, 3.80)
C (-1.43, 4.83, 3.17)
C (-1.76, 5.65, 2.14)
N (-3.01, 5.95, 1.79)
C (-3.96, 5.31, 2.44)
N (-3.83, 4.48, 3.42)
H (3.17, 2.52, 3.86)
H (2.43, 2.13, 1.46)
H (-1.48, 1.16, 2.54)
H (1.42, 2.52, 5.61)
H (-1.40, 1.89, 6.03)
H (-2.96, 3.52, 5.88)
H (-0.37, 4.83, 3.53)
H (-1.03, 6.22, 1.49)
H (-5.00, 5.67, 2.15)

For the highest occupied orbital energy (spin up / spin down), the calculation gives -0.314 / -0.390 Ha. The max |F| comes out at 0.0779 Eh/bohr. For the HOMO-LUMO gap (spin up / spin down), the calculation gives 5.80 / 7.87 eV. Its expectation value of S² is 2.0081. For the energy above the lowest of the compared OMol25 structures with the same formula, charge and spin, the calculation gives 364.8 kJ/mol. As for the spin multiplicity: 3. Its total charge is +1.

Entry from the OMol25 dataset: a molecular structure, C34H49Cl2N2OP3SZr at a distorted geometry (the ωB97M-V functional and the def2-TZVPD basis).

Geometry (Å):
P (1.12, 0.90, -2.71)
C (2.86, 1.15, -3.10)
C (3.46, 0.60, -4.24)
H (2.89, -0.07, -4.89)
C (4.79, 0.90, -4.55)
H (5.24, 0.48, -5.45)
C (5.53, 1.76, -3.72)
H (6.56, 2.00, -3.98)
C (4.94, 2.30, -2.57)
H (5.51, 2.96, -1.93)
C (3.61, 1.99, -2.26)
H (3.14, 2.41, -1.36)
C (0.53, -0.50, -3.67)
C (1.10, -1.76, -3.43)
H (1.91, -1.87, -2.70)
C (0.63, -2.88, -4.12)
H (1.05, -3.87, -3.90)
C (-0.35, -2.74, -5.11)
H (-0.69, -3.61, -5.68)
C (-0.89, -1.47, -5.38)
H (-1.64, -1.35, -6.16)
C (-0.46, -0.36, -4.65)
H (-0.89, 0.63, -4.87)
C (0.23, 2.41, -3.16)
C (0.62, 3.10, -4.33)
H (1.43, 2.70, -4.95)
C (-0.01, 4.29, -4.69)
H (0.30, 4.82, -5.59)
C (-1.03, 4.81, -3.88)
H (-1.52, 5.75, -4.16)
C (-1.41, 4.14, -2.72)
H (-2.20, 4.54, -2.08)
C (-0.78, 2.95, -2.35)
H (-1.05, 2.46, -1.41)
Zr (-0.01, -0.32, 2.01)
C (-1.88, -1.44, 1.38)
C (-2.16, -1.49, 0.07)
H (-2.54, -1.92, 2.12)
C (-1.24, -0.83, -0.95)
O (-2.08, 0.06, -1.72)
H (-1.54, 0.59, -2.33)
C (-0.06, -0.12, -0.34)
H (-0.84, -1.61, -1.63)
C (0.92, 0.53, -0.95)
Cl (-0.50, -1.57, 4.03)
Cl (2.35, 0.36, 2.32)
P (1.38, -2.64, 1.49)
C (2.29, -3.23, 2.96)
H (1.59, -3.66, 3.68)
H (2.80, -2.38, 3.44)
H (3.03, -3.97, 2.65)
C (0.39, -4.10, 1.03)
H (-0.08, -3.92, 0.05)
H (-0.40, -4.23, 1.78)
H (1.02, -4.99, 0.99)
C (2.70, -2.63, 0.23)
H (3.21, -1.66, 0.26)
H (2.26, -2.78, -0.76)
H (3.41, -3.44, 0.45)
P (-3.68, -2.25, -0.61)
C (-4.32, -3.30, 0.69)
C (-3.19, -3.16, -2.07)
H (-4.55, -2.70, 1.58)
H (-3.58, -4.07, 0.95)
H (-5.24, -3.78, 0.33)
H (-2.82, -2.47, -2.84)
H (-4.06, -3.71, -2.45)
H (-2.39, -3.88, -1.81)
C (-4.82, -0.93, -1.02)
H (-4.95, -0.28, -0.15)
H (-5.79, -1.37, -1.30)
H (-4.41, -0.35, -1.85)
H (1.75, 0.89, -0.34)
C (0.19, 0.20, 6.89)
C (0.95, 1.33, 6.24)
N (0.59, 1.65, 4.83)
C (-0.64, 1.91, 4.37)
S (-1.00, 1.93, 2.66)
N (-1.64, 2.22, 5.23)
C (-1.46, 3.10, 6.43)
C (-0.55, 4.29, 6.22)
H (-0.89, 0.34, 6.82)
H (0.47, 0.14, 7.94)
H (0.45, -0.75, 6.42)
H (0.85, 2.26, 6.81)
H (2.02, 1.09, 6.21)
H (1.28, 1.42, 4.11)
H (-2.53, 2.33, 4.75)
H (-2.47, 3.45, 6.69)
H (-1.12, 2.45, 7.24)
H (-1.01, 4.99, 5.52)
H (-0.41, 4.81, 7.17)
H (0.44, 4.00, 5.84)

For the highest occupied orbital energy, the calculation gives -0.494 Ha. The max |F| comes out at 0.0395 Eh/bohr. For the HOMO-LUMO gap, the calculation gives 8.24 eV. Its total charge is +2.